(1)
This record from the Open Molecules 2025 dataset describes the molecule C2H4ClN. The level of theory is wB97M-V/def2-TZVPD.

The molecular weight comes out at 77.51 g mol⁻¹. The SMILES is Cl[C@@H]1CN1. The calculation puts the orbital gap at 11.141 eV.

```
8
C2H4ClN, DFT wB97M-V/def2-TZVPD
Cl 2.172 0.233 0.089
C 0.460 -0.039 -0.519
C -0.681 0.445 0.212
N -0.444 -0.972 0.061
H 0.577 -0.036 -1.768
H -0.371 0.904 1.131
H -1.566 1.016 -0.087
H -0.145 -1.551 0.879
```

***

(2)
This record from the Open Molecules 2025 dataset describes the molecule C2H4ClN. The level of theory is wB97M-V/def2-TZVPD.

The molecular weight comes out at 77.51 g mol⁻¹. The SMILES is [H]/N=C(/C)Cl. The calculation puts the orbital gap at 11.283 eV.

```
8
C2H4ClN, DFT wB97M-V/def2-TZVPD
H -0.818 -0.972 -2.458
N -0.514 -0.972 -1.492
C -0.238 0.128 -0.853
C 0.218 0.186 0.659
Cl -0.299 1.745 -1.797
H 1.334 0.575 0.784
H 0.093 -0.823 0.951
H -0.412 0.870 1.124
```

***

(3)
This record from the Open Molecules 2025 dataset describes the molecule C2H4ClN. The level of theory is wB97M-V/def2-TZVPD.

The molecular weight comes out at 77.51 g mol⁻¹. The SMILES is [H]/N=C(/C)Cl. The calculation puts the orbital gap at 11.375 eV.

```
8
C2H4ClN, DFT wB97M-V/def2-TZVPD
H -2.542 1.107 -0.401
N -1.777 0.775 0.168
C -0.736 0.390 -0.424
C 0.610 -0.241 0.048
Cl -0.677 0.495 -2.221
H 0.946 0.249 0.958
H 0.407 -1.286 0.262
H 1.347 -0.153 -0.736
```

***

Which of them is least stable? Easy: (1).

***

(1)
This record from the Open Molecules 2025 dataset describes a structure of composition C36H28BF5IrN6S. The level of theory is wB97M-V/def2-TZVPD.

As for the spin multiplicity: 2. The molecular weight comes out at 874.75 g mol⁻¹. As for the charge: +2. The calculation puts the orbital gap (spin up / spin down) at 6.958 / 5.056 eV. As for the expectation value of S²: 0.774.

```
78
C36H28BF5IrN6S, DFT wB97M-V/def2-TZVPD
Ir -0.066 -0.055 -0.038
C -3.101 -0.807 -4.292
C -2.514 -1.196 -2.980
C -2.393 -2.466 -2.406
C -1.777 -2.275 -1.179
N -1.490 -0.968 -1.050
N -1.966 -0.310 -2.140
B -1.976 1.231 -2.047
N -0.530 1.745 -2.189
N 0.251 1.519 -1.121
C 1.366 2.240 -1.211
C 1.314 2.959 -2.399
C 0.092 2.620 -2.998
C -0.477 3.055 -4.304
C 2.293 2.121 -0.090
C 3.615 2.533 -0.139
C 4.436 2.330 0.961
C 3.939 1.734 2.117
C 2.619 1.310 2.172
C 1.806 1.509 1.067
N -2.384 1.549 -0.580
N -1.656 1.053 0.468
C -2.199 1.493 1.621
C -3.290 2.295 1.285
C -3.382 2.303 -0.094
C -4.370 3.003 -0.962
C -1.721 1.177 2.989
C -0.645 0.336 3.281
C -0.244 0.096 4.585
C -0.922 0.695 5.636
C -2.000 1.523 5.369
C -2.395 1.759 4.061
C -1.450 -3.171 -0.072
C -1.319 -4.540 -0.241
C -0.904 -5.326 0.826
C -0.640 -4.754 2.066
C -0.810 -3.389 2.253
C -1.220 -2.605 1.186
H -3.384 -1.699 -4.845
H -2.378 -0.247 -4.885
H -3.987 -0.185 -4.165
H -2.788 -3.387 -2.801
H -2.718 1.744 -2.824
H 2.032 3.674 -2.764
H 0.267 3.626 -4.853
H -1.362 3.678 -4.170
H -0.763 2.190 -4.902
H 4.009 2.989 -1.039
H 5.474 2.632 0.917
H 4.579 1.607 2.979
H 2.225 0.850 3.069
H 0.738 1.211 1.132
H -3.954 2.804 1.961
H -5.084 3.535 -0.339
H -4.918 2.298 -1.587
H -3.879 3.726 -1.614
H -0.102 -0.159 2.488
H 0.594 -0.559 4.787
H -0.614 0.512 6.657
H -2.539 1.991 6.182
H -3.239 2.409 3.879
H -1.511 -4.993 -1.206
H -0.774 -6.391 0.686
H -0.320 -5.377 2.890
H -0.637 -2.943 3.224
H -1.427 -1.538 1.350
F 7.076 -2.480 -0.889
C 5.783 -2.340 -0.843
C 5.218 -1.091 -1.122
F 5.998 -0.082 -1.458
C 3.858 -0.941 -1.058
F 3.323 0.215 -1.394
C 3.005 -2.011 -0.710
S 1.313 -1.966 -0.654
C 3.619 -3.273 -0.473
F 2.862 -4.307 -0.171
C 4.979 -3.436 -0.532
F 5.533 -4.610 -0.314
```

***

(2)
This record from the Open Molecules 2025 dataset describes a structure of composition C36H28BF5IrN6S. The level of theory is wB97M-V/def2-TZVPD.

As for the spin multiplicity: 2. The molecular weight comes out at 874.75 g mol⁻¹. As for the charge: +2. The calculation puts the orbital gap (spin up / spin down) at 6.291 / 6.300 eV. As for the expectation value of S²: 0.777.

```
78
C36H28BF5IrN6S, DFT wB97M-V/def2-TZVPD
Ir 0.089 0.391 -0.919
C -3.882 -2.896 -2.367
C -2.844 -1.844 -2.563
C -2.521 -1.150 -3.718
C -1.486 -0.275 -3.392
N -1.217 -0.458 -2.087
N -2.040 -1.410 -1.580
B -1.931 -1.803 -0.096
N -2.139 -0.523 0.703
N -1.396 0.568 0.397
C -1.723 1.564 1.262
C -2.684 1.063 2.128
C -2.924 -0.248 1.750
C -3.876 -1.235 2.336
C -1.142 2.905 1.216
C -0.166 3.202 0.289
C 0.416 4.448 0.171
C -0.014 5.453 1.028
C -0.998 5.186 1.973
C -1.557 3.920 2.074
N -0.493 -2.256 0.123
N 0.516 -1.445 -0.276
C 1.694 -2.034 0.058
C 1.395 -3.232 0.690
C 0.014 -3.342 0.714
C -0.831 -4.441 1.263
C 3.006 -1.462 -0.245
C 4.190 -2.130 0.050
C 5.410 -1.561 -0.284
C 5.467 -0.317 -0.902
C 4.293 0.366 -1.194
C 3.095 -0.231 -0.860
C -0.781 0.686 -4.261
C -1.155 0.780 -5.597
C -0.522 1.670 -6.453
C 0.498 2.484 -5.989
C 0.888 2.407 -4.659
C 0.250 1.517 -3.816
H -4.398 -3.071 -3.307
H -3.436 -3.834 -2.036
H -4.616 -2.592 -1.620
H -2.988 -1.271 -4.680
H -2.711 -2.645 0.210
H -3.169 1.591 2.931
H -4.484 -0.748 3.093
H -4.532 -1.650 1.573
H -3.339 -2.061 2.804
H 0.128 2.384 -0.376
H 1.183 4.641 -0.566
H 0.415 6.443 0.954
H -1.337 5.972 2.633
H -2.323 3.725 2.813
H 2.096 -3.952 1.076
H -0.196 -5.263 1.582
H -1.407 -4.096 2.123
H -1.532 -4.809 0.515
H 4.159 -3.100 0.530
H 6.325 -2.094 -0.066
H 6.421 0.119 -1.162
H 4.322 1.336 -1.672
H 2.144 0.262 -1.086
H -1.949 0.153 -5.978
H -0.829 1.726 -7.488
H 0.991 3.177 -6.656
H 1.684 3.040 -4.291
H 0.586 1.485 -2.771
F 1.356 -1.045 6.964
C 1.502 -0.509 5.778
C 0.689 -0.928 4.723
F -0.229 -1.867 4.921
C 0.847 -0.364 3.486
F 0.056 -0.789 2.509
C 1.810 0.638 3.227
S 2.025 1.350 1.711
C 2.614 1.034 4.325
F 3.531 1.962 4.155
C 2.465 0.474 5.573
F 3.225 0.860 6.580
```

***

Which of them is least stable? Easy: (2).

***

(1)
This record from the Open Molecules 2025 dataset describes the molecule C21H25N5OS. The level of theory is wB97M-V/def2-TZVPD.

The molecular weight comes out at 395.53 g mol⁻¹. The SMILES is c1cncc(-c2nc(NCCCN3CCOCC3)c3c4c(sc3n2)CCC4)c1. The calculation puts the orbital gap at 8.102 eV.

```
53
C21H25N5OS, DFT wB97M-V/def2-TZVPD
C -5.647 -0.112 1.210
C -5.919 -1.312 0.568
N -5.056 -1.922 -0.230
C -3.881 -1.357 -0.425
C -3.499 -0.150 0.163
C -2.183 0.435 -0.091
N -1.393 -0.196 -0.960
C -0.190 0.300 -1.222
N 0.588 -0.330 -2.125
C 0.282 -1.627 -2.676
C 1.068 -2.752 -1.995
C 0.662 -2.958 -0.515
N 1.703 -2.789 0.476
C 2.217 -1.442 0.605
C 3.100 -1.371 1.852
O 4.160 -2.295 1.780
C 3.660 -3.605 1.642
C 2.795 -3.739 0.387
C 0.253 1.482 -0.576
C 1.451 2.239 -0.609
C 1.420 3.304 0.232
S -0.057 3.468 1.120
C -0.673 2.037 0.327
N -1.872 1.541 0.573
C 2.684 4.091 0.240
C 3.420 3.522 -0.993
C 2.771 2.155 -1.313
C -4.415 0.480 1.004
H -6.383 0.345 1.853
H -6.869 -1.814 0.695
H -3.199 -1.881 -1.080
H 1.537 -0.003 -2.216
H 0.516 -1.611 -3.746
H -0.790 -1.782 -2.547
H 2.134 -2.519 -2.054
H 0.906 -3.671 -2.559
H 0.268 -3.969 -0.381
H -0.138 -2.259 -0.259
H 1.380 -0.750 0.714
H 2.823 -1.138 -0.269
H 3.556 -0.384 1.949
H 2.482 -1.577 2.738
H 4.531 -4.260 1.586
H 3.057 -3.867 2.524
H 2.381 -4.748 0.332
H 3.432 -3.569 -0.498
H 3.241 3.907 1.163
H 2.514 5.165 0.162
H 3.274 4.194 -1.838
H 4.490 3.428 -0.817
H 3.367 1.333 -0.905
H 2.670 2.008 -2.390
H -4.144 1.413 1.473
```

***

(2)
This record from the Open Molecules 2025 dataset describes the molecule C21H25N5OS. The level of theory is wB97M-V/def2-TZVPD.

The molecular weight comes out at 395.53 g mol⁻¹. The SMILES is C=CCNC(=S)NNc1nc2c(c(=O)[nH]1)C1(CCCCC1)Cc1ccccc1-2. The calculation puts the orbital gap at 8.568 eV.

```
53
C21H25N5OS, DFT wB97M-V/def2-TZVPD
C -8.044 -0.563 1.343
C -6.784 -0.630 1.727
C -5.750 0.398 1.366
N -4.709 -0.168 0.533
C -4.767 -0.153 -0.808
S -5.837 0.716 -1.708
N -3.829 -0.901 -1.473
N -2.776 -1.530 -0.824
C -1.545 -0.919 -0.701
N -0.513 -1.667 -0.501
C 0.680 -1.051 -0.254
C 0.833 0.315 -0.179
C -0.287 1.148 -0.547
O -0.325 2.349 -0.732
N -1.483 0.429 -0.741
C 2.196 0.927 0.110
C 2.075 2.255 0.877
C 3.407 2.989 0.997
C 3.993 3.253 -0.386
C 4.186 1.941 -1.139
C 2.863 1.190 -1.255
C 3.005 -0.065 0.962
C 3.017 -1.446 0.394
C 4.136 -2.261 0.436
C 4.081 -3.557 -0.049
C 2.898 -4.054 -0.573
C 1.775 -3.250 -0.624
C 1.829 -1.944 -0.146
H -8.762 -1.321 1.606
H -8.407 0.258 0.748
H -6.423 -1.466 2.315
H -5.278 0.799 2.268
H -6.210 1.212 0.803
H -4.086 -0.842 0.958
H -3.791 -0.760 -2.478
H -2.715 -2.536 -0.945
H -2.296 0.990 -0.975
H 1.378 2.904 0.351
H 1.666 2.060 1.873
H 4.117 2.415 1.595
H 3.240 3.938 1.512
H 3.309 3.891 -0.948
H 4.948 3.776 -0.297
H 4.926 1.325 -0.626
H 4.568 2.141 -2.143
H 2.172 1.788 -1.854
H 3.019 0.237 -1.768
H 4.026 0.291 1.089
H 2.547 -0.111 1.957
H 5.058 -1.880 0.851
H 4.962 -4.182 -0.015
H 2.856 -5.066 -0.947
H 0.848 -3.613 -1.036
```

***

Which of them is least stable? Easy: (1).